No. 1
{
  "formula": "C22H44N2Si4V",
  "method": "wB97M-V/def2-TZVPD",
  "e_tot_ha": -3075.53771,
  "lumo_ev": [-7.78, -8.40],
  "e_homo_ev": [-13.8, -14.1],
  "charge": 2,
  "fmax_ha_per_bohr": 0.1537,
  "multiplicity": 2,
  "orbital_gap_ev": [6.012, 5.680],
  "elements": ["V", "Si", "Si", "Si", "Si", "N", "N", "C", "C", "C", "C", "C", "C", "C", "C", "C", "C", "C", "C", "C", "C", "C", "C", "C", "C", "C", "C", "C", "C", "H", "H", "H", "H", "H", "H", "H", "H", "H", "H", "H", "H", "H", "H", "H", "H", "H", "H", "H", "H", "H", "H", "H", "H", "H", "H", "H", "H", "H", "H", "H", "H", "H", "H", "H", "H", "H", "H", "H", "H", "H", "H", "H", "H"],
  "positions_angstrom": [[1.701, -0.439, 0.798], [-0.971, -0.216, -0.165], [-1.012, -0.520, -2.467], [-1.372, 2.013, 0.255], [-2.998, -1.230, 0.551], [2.768, -0.155, -0.656], [2.234, 1.096, 1.564], [3.519, 3.286, 2.556], [-4.544, -0.807, -0.435], [-0.255, -2.189, -2.945], [1.963, 1.481, 2.833], [-3.049, 2.475, -0.475], [4.339, 1.417, -1.483], [0.027, -3.452, 1.105], [3.465, 1.024, -0.481], [3.195, 1.703, 0.768], [-3.356, -0.687, 2.318], [3.845, -0.593, -2.708], [2.618, 2.580, 3.341], [3.814, 2.841, 1.276], [0.037, 0.838, -3.267], [3.005, -1.007, -1.701], [-2.719, -0.438, -3.217], [-0.020, 3.061, -0.557], [2.804, -1.769, 1.947], [-0.349, -2.680, 2.318], [-2.956, -3.128, 0.447], [4.517, 0.618, -2.619], [-1.360, 2.366, 2.085], [2.404, 2.864, 4.349], [0.837, -2.204, -2.816], [-3.104, 3.576, -0.454], [-0.451, 1.819, -3.189], [-0.689, -3.028, -2.383], [-2.603, -0.285, -4.300], [0.137, 0.599, -4.339], [-1.708, 3.396, 2.225], [-1.354, -2.940, 2.730], [-0.679, -3.266, 0.274], [0.984, 2.822, -0.170], [-0.219, -1.560, 2.034], [4.862, 2.351, -1.354], [3.991, 4.179, 2.951], [4.526, 3.332, 0.634], [0.204, -4.530, 1.287], [0.496, -2.803, 3.009], [-4.663, 0.258, -0.656], [0.012, 2.971, -1.650], [-2.012, 1.717, 2.671], [-4.587, -1.370, -1.374], [-0.468, -2.351, -4.015], [2.519, -1.974, -1.654], [3.970, -1.234, -3.552], [-3.593, 0.383, 2.385], [1.241, 0.883, 3.377], [-3.957, -3.500, 0.697], [2.493, -2.782, 2.263], [1.050, 0.915, -2.843], [-0.357, 2.299, 2.515], [-0.236, 4.113, -0.310], [-4.246, -1.246, 2.647], [-3.339, 0.380, -2.835], [-2.693, -3.455, -0.572], [5.175, 0.938, -3.417], [-3.882, 2.084, 0.129], [-3.273, -1.373, -3.077], [2.979, -1.158, 2.855], [-2.541, -0.905, 3.020], [-3.187, 2.147, -1.516], [-5.393, -1.127, 0.189], [0.982, -2.913, 0.682], [3.775, -1.873, 1.420], [-2.290, -3.641, 1.148]],
  "lowdin_charge": [0.757, 0.525, 0.333, 0.330, 0.376, -0.063, -0.087, 0.034, -0.192, -0.198, -0.065, -0.174, 0.056, -0.195, -0.163, -0.164, -0.213, 0.003, 0.012, 0.053, -0.209, -0.039, -0.190, -0.189, -0.152, -0.196, -0.207, 0.038, -0.190, 0.130, -0.002, 0.058, 0.024, 0.031, 0.059, 0.052, 0.056, 0.092, 0.019, 0.007, 0.022, 0.128, 0.141, 0.128, 0.111, 0.067, 0.015, 0.012, 0.019, 0.027, 0.053, 0.126, 0.128, 0.022, 0.143, 0.056, 0.030, 0.011, -0.002, 0.053, 0.053, 0.021, 0.042, 0.139, 0.036, 0.038, 0.024, 0.023, 0.029, 0.058, 0.056, 0.035, 0.000]
}

=====

No. 2
{
  "formula": "C22H44N3O2P3Sm",
  "method": "wB97M-V/def2-TZVPD",
  "e_tot_ha": -2860.57804,
  "lumo_ev": [-9.99, -9.43],
  "e_homo_ev": [-14.5, -14.5],
  "relative_energy_kj_mol": 0.00,
  "charge": 3,
  "fmax_ha_per_bohr": 0.0371,
  "multiplicity": 6,
  "orbital_gap_ev": [4.491, 5.051],
  "elements": ["Sm", "P", "P", "P", "O", "O", "N", "N", "N", "C", "C", "C", "C", "C", "C", "C", "C", "C", "C", "C", "C", "C", "C", "C", "C", "C", "C", "C", "C", "C", "C", "H", "H", "H", "H", "H", "H", "H", "H", "H", "H", "H", "H", "H", "H", "H", "H", "H", "H", "H", "H", "H", "H", "H", "H", "H", "H", "H", "H", "H", "H", "H", "H", "H", "H", "H", "H", "H", "H", "H", "H", "H", "H", "H", "H"],
  "positions_angstrom": [[-0.063, 0.303, 0.722], [-3.028, 0.564, 0.751], [-0.382, -2.437, -0.046], [-0.831, 0.671, -2.057], [0.894, -0.538, 2.575], [3.004, -1.181, -1.939], [-0.528, 1.221, 2.927], [-2.029, 2.926, 3.331], [0.529, 0.080, 4.723], [-3.931, 0.642, 2.347], [0.341, 3.452, 0.711], [3.841, -0.988, -3.044], [-1.157, 2.018, 3.829], [-0.802, -3.452, 1.405], [-3.836, 2.013, -0.056], [-0.123, 0.854, 5.651], [-2.205, -0.125, -2.955], [0.306, 0.253, 3.418], [1.433, -1.015, 5.083], [-1.099, -3.425, -1.379], [-0.999, 1.809, 5.206], [6.093, -1.212, -3.833], [3.662, 0.149, -3.846], [6.048, 0.135, -4.285], [1.375, 2.711, 0.265], [4.977, -1.802, -3.210], [-0.916, 2.408, -2.619], [4.808, 0.790, -4.364], [-3.996, -0.826, 0.049], [1.361, -2.963, -0.226], [0.595, 0.080, -3.029], [-0.448, -4.477, 1.239], [7.006, -1.803, -3.965], [1.553, -0.992, 6.154], [3.469, -1.683, -1.218], [-2.069, 0.011, -4.042], [-5.070, -0.629, 0.218], [-1.953, 3.246, 2.375], [-1.888, -3.446, 1.534], [4.758, 1.789, -4.822], [-0.751, -3.084, -2.358], [-0.200, 3.032, -2.055], [-1.564, 2.401, 5.914], [-3.591, 1.513, 2.923], [0.491, 0.378, -4.085], [6.978, 0.643, -4.603], [-0.327, -3.031, 2.298], [-1.932, 2.806, -2.462], [2.688, 0.558, -4.067], [2.409, -0.894, 4.598], [-2.187, -3.337, -1.346], [-5.011, 0.731, 2.152], [4.932, -2.808, -2.777], [-4.916, 1.975, 0.150], [-3.433, 2.947, 0.362], [-3.717, -1.755, 0.574], [-3.738, -0.272, 2.923], [-3.811, -0.962, -1.028], [-0.329, 3.931, 0.009], [2.029, -2.545, 0.547], [1.476, -4.058, -0.258], [0.120, 0.604, 6.684], [-3.164, 0.326, -2.658], [-3.669, 2.023, -1.141], [2.067, 2.127, 0.899], [1.507, 0.531, -2.614], [0.712, -1.013, -2.980], [-0.829, -4.482, -1.262], [1.638, -2.577, -1.213], [0.147, 3.620, 1.765], [-2.224, -1.205, -2.733], [1.014, -1.984, 4.780], [1.621, 2.721, -0.803], [-2.468, 3.560, 3.980], [-0.667, 2.449, -3.694]],
  "lowdin_charge": [1.348, 0.715, 0.696, 0.687, -0.192, -0.077, 0.036, 0.186, -0.014, -0.263, -0.036, -0.300, -0.327, -0.253, -0.245, 0.079, -0.248, -0.486, 0.048, -0.247, 0.059, -0.052, -0.046, -0.071, -0.119, -0.021, -0.240, -0.060, -0.255, -0.266, -0.286, 0.074, 0.118, 0.108, 0.116, 0.082, 0.077, 0.101, 0.048, 0.118, 0.052, 0.023, 0.144, 0.013, 0.080, 0.120, 0.033, 0.051, 0.070, 0.122, 0.050, 0.073, 0.123, 0.073, 0.043, 0.046, 0.061, 0.025, 0.074, 0.059, 0.084, 0.168, 0.040, 0.027, 0.075, 0.018, 0.055, 0.079, 0.018, 0.058, 0.033, 0.119, 0.075, 0.148, 0.078]
}

=====

No. 3
{
  "formula": "C22H44N3OP3RhS",
  "method": "wB97M-V/def2-TZVPD",
  "e_tot_ha": -2635.94947,
  "lumo_ev": [-8.80, -12.07],
  "e_homo_ev": [-15.4, -16.0],
  "relative_energy_kj_mol": 170.67,
  "charge": 3,
  "fmax_ha_per_bohr": 0.0715,
  "multiplicity": 5,
  "orbital_gap_ev": [6.599, 3.898],
  "elements": ["Rh", "S", "P", "P", "P", "O", "N", "N", "N", "C", "C", "C", "C", "C", "C", "C", "C", "C", "C", "C", "C", "C", "C", "C", "C", "C", "C", "C", "C", "C", "C", "H", "H", "H", "H", "H", "H", "H", "H", "H", "H", "H", "H", "H", "H", "H", "H", "H", "H", "H", "H", "H", "H", "H", "H", "H", "H", "H", "H", "H", "H", "H", "H", "H", "H", "H", "H", "H", "H", "H", "H", "H", "H", "H", "H"],
  "positions_angstrom": [[-0.072, 0.294, 0.694], [0.624, -1.459, -0.845], [-0.847, 2.164, 1.815], [-2.379, -0.136, -0.150], [2.000, 1.382, 0.339], [-1.547, -0.714, 3.510], [0.547, -1.005, 2.540], [2.602, -1.634, 1.600], [-0.008, -1.845, 4.693], [0.397, -2.106, -3.420], [-3.496, -0.557, 1.223], [0.784, -2.271, -7.792], [1.265, -2.269, 4.904], [1.102, -3.444, -7.229], [-1.026, -1.982, 5.731], [-3.269, 1.165, -1.077], [3.093, 0.643, -0.934], [-2.383, 2.099, 2.813], [0.293, 2.751, 3.127], [-2.564, -1.627, -1.183], [0.462, -1.027, -2.509], [3.123, 1.386, 1.788], [1.727, -1.623, 2.661], [0.350, 0.295, -2.995], [-0.024, -0.547, -5.226], [2.168, -2.161, 3.888], [0.080, 0.528, -4.341], [-1.233, 3.660, 0.817], [2.003, 3.141, -0.181], [-0.383, -1.156, 3.543], [0.124, -1.851, -4.749], [-2.969, -0.523, 2.187], [1.449, -2.688, 5.889], [3.929, 1.332, -1.117], [-0.253, 3.417, 3.810], [-3.575, 1.980, -0.411], [-0.597, -2.548, 6.559], [3.483, 0.362, 1.944], [-3.275, 2.030, 2.182], [-2.034, -2.471, -0.725], [0.348, -4.228, -7.088], [0.653, 1.895, 3.711], [0.089, -2.687, -5.440], [2.195, -1.685, 0.651], [-1.522, 4.479, 1.492], [-0.190, -0.382, -6.289], [-2.338, 1.224, 3.471], [-2.449, 3.010, 3.425], [1.149, 3.299, 2.721], [-4.355, 0.126, 1.232], [-4.158, 0.712, -1.535], [1.281, 3.301, -0.993], [-0.040, 1.551, -4.695], [3.492, -0.320, -0.597], [2.607, 1.725, 2.689], [-0.377, 3.985, 0.221], [-1.900, -2.508, 5.334], [-2.161, -1.464, -2.188], [3.976, 2.050, 1.585], [0.545, -3.118, -3.045], [3.191, -2.507, 3.968], [-0.809, 0.638, -0.735], [0.460, 1.137, -2.311], [-3.636, -1.864, -1.246], [1.536, -1.506, -8.004], [3.006, 3.394, -0.555], [-0.230, -2.067, -8.152], [3.425, -2.218, 1.724], [2.126, -3.690, -6.931], [-3.851, -1.584, 1.067], [2.548, 0.487, -1.872], [-2.071, 3.453, 0.142], [-1.349, -0.998, 6.085], [1.766, 3.804, 0.660], [-2.630, 1.568, -1.873]],
  "lowdin_charge": [0.384, 0.823, 0.729, 0.805, 0.762, -0.021, 0.095, 0.115, -0.030, -0.061, -0.189, -0.094, 0.036, -0.081, 0.024, -0.208, -0.237, -0.229, -0.230, -0.231, -0.614, -0.208, -0.357, -0.118, 0.023, 0.028, -0.006, -0.213, -0.232, -0.453, -0.022, 0.012, 0.159, 0.078, 0.075, 0.048, 0.108, 0.033, 0.046, 0.055, 0.072, 0.049, 0.077, -0.023, 0.080, 0.122, 0.032, 0.077, 0.038, 0.082, 0.082, 0.051, 0.133, 0.048, 0.027, 0.021, 0.115, 0.049, 0.087, 0.126, 0.134, -0.024, 0.075, 0.086, 0.070, 0.075, 0.072, 0.138, 0.072, 0.080, 0.022, 0.036, 0.114, 0.046, 0.059]
}

=====

No. 4
{
  "formula": "C22H44NO4RbSi4Te",
  "method": "wB97M-V/def2-TZVPD",
  "e_tot_ha": -2670.70415,
  "lumo_ev": 4.08,
  "e_homo_ev": -1.8,
  "relative_energy_kj_mol": 37.66,
  "charge": -2,
  "fmax_ha_per_bohr": 0.0152,
  "orbital_gap_ev": 5.833,
  "elements": ["Te", "Rb", "Si", "Si", "Si", "Si", "O", "O", "O", "O", "N", "C", "C", "C", "C", "C", "C", "C", "C", "C", "C", "C", "C", "C", "C", "C", "C", "C", "C", "C", "C", "C", "C", "H", "H", "H", "H", "H", "H", "H", "H", "H", "H", "H", "H", "H", "H", "H", "H", "H", "H", "H", "H", "H", "H", "H", "H", "H", "H", "H", "H", "H", "H", "H", "H", "H", "H", "H", "H", "H", "H", "H", "H", "H", "H", "H", "H"],
  "positions_angstrom": [[-2.271, -0.854, -0.982], [1.289, -2.240, -0.614], [2.469, 0.500, 2.503], [-2.650, 1.401, -3.394], [-4.329, -0.744, 1.613], [2.774, 1.421, -0.480], [-1.718, -3.044, 0.374], [-0.144, -4.559, 0.826], [-1.425, -3.538, -2.295], [0.495, -4.611, -1.853], [4.288, -1.389, -0.597], [3.580, 1.512, 3.682], [3.660, 1.128, -2.122], [3.371, 3.144, 0.080], [-5.530, 0.371, 0.676], [5.240, -2.299, -0.779], [4.966, -1.273, 1.698], [-0.862, -3.921, 0.040], [4.117, -0.820, 0.638], [-0.592, -4.075, -1.534], [2.027, -1.090, 3.424], [-4.537, -0.358, 3.456], [-4.778, -2.532, 1.314], [0.868, 1.511, 2.475], [-2.533, 3.216, -3.919], [0.966, 1.717, -0.949], [-2.646, 1.243, -1.539], [5.924, -2.230, 1.482], [-4.264, 0.708, -4.074], [3.111, 0.178, 0.822], [-2.579, -0.382, 1.097], [-1.215, 0.485, -4.181], [6.091, -2.771, 0.203], [-1.601, 3.654, -3.552], [-5.429, 0.198, -0.399], [-1.193, 0.639, -5.263], [3.822, 2.473, 3.218], [5.314, -2.698, -1.789], [0.921, 2.369, -1.830], [3.156, 3.910, -0.673], [4.870, -0.827, 2.679], [3.507, 1.997, -2.773], [1.163, -1.572, 2.957], [-5.330, 1.429, 0.872], [1.010, 2.521, 2.086], [-6.566, 0.165, 0.960], [1.761, -0.873, 4.464], [-5.127, 1.239, -3.664], [6.558, -2.551, 2.302], [-4.303, 0.786, -5.164], [-3.609, 1.562, -1.129], [4.733, 0.990, -1.977], [2.841, -1.818, 3.430], [-4.355, -0.347, -3.805], [0.429, 0.796, -1.192], [0.496, 1.598, 3.501], [-4.290, 0.687, 3.666], [-3.362, 3.797, -3.504], [6.830, -3.530, -0.013], [-5.561, -0.539, 3.797], [3.066, 1.714, 4.628], [-5.779, -2.770, 1.685], [-4.044, -3.183, 1.793], [-1.894, -1.038, 1.635], [-2.553, 3.326, -5.007], [4.525, 1.014, 3.916], [3.287, 0.238, -2.630], [-1.276, -0.591, -3.991], [0.094, 1.022, 1.879], [-0.264, 0.838, -3.773], [-2.289, 0.659, 1.252], [4.449, 3.135, 0.265], [-1.860, 1.866, -1.103], [2.879, 3.441, 1.011], [-3.868, -0.986, 4.051], [-4.730, -2.753, 0.246], [0.410, 2.211, -0.151]],
  "lowdin_charge": [1.356, 0.909, 0.425, 0.358, 0.382, 0.424, -0.241, -0.060, -0.130, -0.154, 0.017, -0.190, -0.195, -0.193, -0.200, -0.187, -0.069, -0.753, -0.425, -0.799, -0.168, -0.197, -0.191, -0.180, -0.197, -0.193, -0.584, -0.111, -0.194, -0.365, -0.560, -0.187, -0.123, 0.019, 0.009, 0.025, 0.011, 0.098, 0.030, 0.016, 0.072, 0.019, 0.033, 0.023, 0.014, 0.018, 0.023, 0.021, 0.092, 0.019, -0.013, 0.021, 0.019, 0.023, -0.021, 0.029, 0.018, 0.018, 0.076, 0.014, 0.015, 0.020, 0.031, 0.002, 0.016, 0.008, 0.019, 0.025, 0.015, 0.021, 0.004, 0.022, -0.016, 0.002, 0.024, 0.023, 0.014]
}